{
  "formula": "C14H15CrN5O5S2",
  "method": "the ωB97M-V functional and the def2-TZVPD basis",
  "species": ["H", "H", "C", "O", "H", "H", "N", "C", "H", "H", "C", "C", "H", "C", "C", "H", "C", "O", "H", "H", "H", "C", "C", "H", "O", "C", "O", "N", "C", "H", "S", "N", "H", "C", "Cr", "C", "N", "N", "C", "O", "H", "S"],
  "coordinates": [[1.945689, -3.793955, 1.852167], [0.286862, 4.073080, 1.337399], [3.021426, 0.767919, -2.932131], [-0.579688, -1.662589, 3.056050], [-1.369465, -0.259593, 1.694508], [1.463272, 5.621955, -0.195209], [-4.499345, -1.836534, 0.078526], [2.207118, -1.515760, -2.208595], [-1.643237, 0.909622, 0.528244], [0.694696, -4.181718, 3.079896], [1.478993, 4.560114, -0.396988], [-4.093354, -0.757198, 2.272666], [-4.131001, -2.477316, -1.849598], [-3.765120, -1.136675, 0.880822], [2.987459, 2.121562, -2.759349], [3.617205, 0.278354, -3.688124], [2.186829, 4.069288, -1.453253], [2.871118, -2.127448, -2.987902], [2.749975, 4.728881, -2.100329], [0.330545, 1.655780, 0.939713], [-3.289643, -1.048589, 2.950279], [1.335483, -3.406909, 2.664204], [2.219163, -0.017592, -2.092603], [-4.258388, 0.317833, 2.358296], [1.407158, -2.093462, -1.289767], [0.790735, 3.678359, 0.465271], [1.182379, -1.070245, 1.440825], [1.441510, 0.468051, -1.144095], [-2.591265, -1.342327, -1.001539], [1.949279, -2.962246, 3.444657], [-1.319756, -1.161141, -2.101066], [-1.480061, -0.082783, 0.690486], [3.565203, 2.779717, -3.395681], [2.214096, 2.677002, -1.716121], [0.306942, -1.075532, -0.337105], [1.466883, 1.807885, -0.889589], [-3.769847, -1.947540, -1.072473], [-2.588580, -0.804065, 0.240371], [0.781101, 2.333184, 0.228188], [-0.413397, -2.659350, 0.819547], [-5.004509, -1.273867, 2.561403], [0.295536, -2.154152, 2.027999]],
  "forces_ev_per_a": [[0.000, 0.017, -0.025], [-0.002, 0.014, 0.000], [-0.098, -0.007, 0.077], [0.014, 0.032, 0.042], [-0.009, 0.019, 0.003], [0.009, 0.007, -0.004], [-0.045, -0.031, 0.020], [0.202, -0.181, 0.087], [0.016, 0.006, -0.001], [-0.018, -0.001, -0.016], [0.003, 0.013, -0.002], [-0.020, 0.001, 0.006], [0.006, -0.004, -0.006], [-0.084, 0.009, 0.057], [0.005, -0.019, 0.010], [0.011, -0.006, 0.001], [-0.008, -0.049, 0.002], [-0.076, 0.076, -0.019], [0.000, 0.018, -0.002], [-0.002, -0.037, 0.001], [0.010, -0.013, 0.014], [0.017, 0.019, 0.000], [0.009, 0.096, -0.153], [0.015, 0.000, 0.000], [0.067, 0.033, -0.214], [-0.017, -0.069, 0.014], [-0.196, 0.202, 0.069], [-0.006, -0.109, -0.031], [0.034, 0.016, -0.026], [-0.006, 0.011, 0.006], [-0.154, 0.186, -0.145], [0.006, -0.009, 0.031], [0.001, 0.001, -0.012], [0.001, 0.028, -0.010], [0.342, -0.319, 0.376], [-0.021, 0.026, -0.019], [0.063, 0.043, 0.011], [-0.026, -0.061, -0.111], [0.025, 0.114, 0.000], [-0.152, -0.023, 0.095], [-0.002, 0.016, 0.013], [0.085, -0.063, -0.139]],
  "multiplicity": 2,
  "homo_ev": [-12.05, -11.84],
  "total_charge": 1,
  "homo_lumo_gap_ev": [7.7257, 8.0489],
  "relative_energy_kcal_mol": 0.0,
  "s2": 0.76
}



{
  "formula": "C47H78FN2O18S2",
  "method": "the ωB97M-V functional and the def2-TZVPD basis",
  "species": ["H", "H", "H", "H", "H", "H", "H", "H", "H", "O", "O", "H", "H", "H", "H", "H", "O", "H", "C", "C", "H", "C", "H", "C", "H", "C", "H", "H", "C", "O", "H", "H", "H", "H", "O", "O", "C", "H", "C", "C", "H", "H", "H", "C", "H", "H", "O", "C", "O", "H", "O", "H", "C", "C", "N", "C", "H", "H", "H", "C", "O", "H", "C", "C", "O", "C", "C", "H", "N", "H", "C", "C", "H", "C", "C", "O", "C", "H", "H", "C", "C", "H", "C", "C", "H", "H", "H", "O", "H", "H", "H", "C", "H", "C", "H", "H", "H", "H", "C", "H", "H", "H", "H", "H", "C", "H", "C", "C", "H", "F", "C", "O", "C", "H", "C", "H", "C", "O", "H", "O", "C", "H", "H", "H", "H", "H", "O", "C", "H", "H", "H", "H", "C", "C", "C", "H", "H", "H", "S", "C", "S", "H", "C", "O", "H", "C", "C", "H"],
  "coordinates": [[3.605896, -4.386512, -5.688176], [2.561258, -7.959848, -7.162143], [-0.275806, 7.169741, 0.151025], [-6.811172, -1.517965, -4.306923], [-2.700475, -2.122837, 6.785931], [-2.931443, -1.438536, -3.930751], [1.391460, 6.946083, 0.717244], [0.781214, 2.233238, -0.882526], [-1.534616, 3.812329, 0.322694], [7.207392, -5.932309, -5.486436], [0.277037, -4.459327, 4.934260], [2.194716, -2.894809, 3.162212], [0.966355, 5.784606, 7.596297], [4.544871, -3.115943, 2.921668], [-0.949642, 3.631492, 8.598480], [4.254254, -1.811310, 1.786495], [-3.739771, -0.812963, 1.850583], [-1.721214, -0.462659, 4.824894], [-3.970256, -3.561022, -0.378609], [0.816619, -7.406860, -6.076482], [2.998966, -5.977976, -5.211738], [-0.451062, -3.525881, 5.101620], [-1.953521, 11.525911, 1.774101], [-3.196647, -2.304032, -0.004745], [0.740141, 3.966380, 1.549778], [1.279367, 3.663365, 0.656327], [0.403339, 8.572695, -1.665708], [3.093794, 9.101849, -0.326701], [1.098221, 3.888207, 6.646776], [-1.544521, -3.576753, 5.890632], [-2.348100, -7.553960, -3.591080], [2.381565, -4.205589, 2.032068], [-2.023153, 3.532399, 6.457142], [-0.633795, -10.145326, -6.589446], [0.561740, 8.779856, 1.126049], [-0.960848, -4.820552, -0.710416], [-0.254139, -7.133905, -1.063645], [-1.386768, 5.112036, 5.965537], [2.886402, 2.803596, 2.415905], [-1.060880, 2.867297, 0.058608], [3.733516, -4.215910, -3.251007], [1.342639, -9.678943, -8.443785], [2.076855, 1.720910, 0.805984], [2.032831, -2.667479, -0.232816], [-2.146390, -2.523296, 0.187728], [-0.009860, -7.713452, -3.124652], [-3.791518, 13.742541, -0.886316], [2.530197, -3.134118, 2.158677], [4.988562, -5.918602, -5.776989], [5.995685, -3.729273, -4.105049], [-2.085390, -6.123716, -2.124952], [3.819158, 2.254112, 2.494119], [-1.327825, 13.615611, 1.650924], [1.511649, -7.748731, -7.377949], [1.623543, -2.492605, 1.181965], [-1.174625, 4.206354, 6.536442], [-0.118327, -8.694017, -8.427700], [3.128808, 2.893974, 0.377552], [-1.650263, 2.392074, -0.718474], [0.751885, -8.992438, -7.842416], [-0.018518, 3.563742, 5.950610], [2.389264, 2.127003, 4.388544], [0.731963, 4.746577, 7.837552], [-3.838770, -1.875334, 1.296122], [-4.543818, -2.898139, 1.815140], [-0.338368, -2.151949, 4.471712], [-0.772176, 4.507279, 7.973952], [2.596006, -3.595036, -0.280745], [2.358357, 2.685664, 1.016634], [-5.308556, -4.636329, 0.984676], [4.282602, -5.034356, -3.713902], [1.870136, 2.328859, 3.456641], [-4.856771, -3.304317, -0.951917], [0.359945, 3.136452, -0.436261], [-4.781709, -1.123676, -5.055388], [-2.239810, 12.335858, -0.102724], [0.697895, 7.646181, 0.255254], [-3.278005, -1.512775, -0.747601], [-2.805814, -8.048713, -1.951370], [-1.092820, -5.884571, -1.249170], [-2.280672, -2.341302, 5.807652], [2.084405, 10.221564, -1.269423], [0.301066, -9.596401, -6.517780], [-5.779859, -1.517698, -3.967570], [6.372833, -5.097166, -3.032064], [1.445358, -6.917869, -8.074039], [0.523760, 1.460389, 2.034262], [0.868228, -6.382090, -5.454629], [1.297678, 4.441038, 8.712471], [-1.149905, 13.634204, 2.723681], [0.696132, -1.814752, 4.492644], [4.027494, -2.852419, 2.000742], [-0.540058, -7.603700, -0.120907], [3.845894, -5.305728, -5.149024], [-0.505288, 14.141045, 1.164429], [1.783866, 7.476662, -1.643684], [1.180028, 3.138518, 3.691947], [0.324917, 3.893135, -1.217065], [2.070376, 9.390220, -0.571243], [-1.091525, 2.224369, 0.934214], [4.452729, -3.481354, 1.220635], [-1.320692, 5.342281, 8.402190], [0.229762, 0.936241, 3.658067], [-0.710730, -0.917050, 6.201438], [5.779433, -4.775426, -3.882930], [-0.479767, 11.774079, 0.821326], [-2.660094, 14.230288, 1.221284], [-1.439482, 12.204645, 1.088877], [1.119205, -2.841838, -0.799848], [1.986939, 4.755762, 0.203262], [1.025485, 1.165586, 2.951519], [2.187330, 3.530366, 6.298564], [6.125303, -5.601937, -5.110189], [-2.597166, 15.294098, 1.013154], [-0.644428, -7.974745, -2.278376], [1.060552, -10.244196, -6.076690], [2.789553, -1.505274, -0.881228], [1.474644, 10.809170, 1.323700], [-2.942981, -2.231167, -5.516795], [-5.947026, -3.749060, -2.993360], [-3.558839, -1.947649, -4.667127], [-0.695053, -2.209997, 3.441281], [4.130462, -5.928479, -3.107156], [-3.452563, 14.047000, 1.948406], [3.109785, 3.855628, 2.582958], [0.802028, -6.880790, -1.037526], [-4.083071, -3.140337, -4.062959], [1.368935, 9.789248, 0.712880], [-0.571663, -9.048768, -2.120663], [3.517513, -1.912499, -1.582840], [-5.689301, -0.892514, -3.077182], [-3.393304, -4.275494, -0.954779], [-5.340185, -2.924662, -3.607663], [1.159577, -1.238535, 1.496065], [-1.263595, -1.304400, 5.343079], [-3.094899, -2.470986, 5.092498], [-4.577683, -0.056472, -5.111939], [-3.598953, -4.694813, 1.451348], [-0.258023, -0.674182, 0.888089], [-4.376072, -4.078329, 0.993794], [2.081568, -0.242582, 2.627991], [3.351816, -0.906596, -0.168337], [-2.067398, -7.503640, -2.542697], [0.107358, -8.466604, -5.640886], [2.101343, -0.898821, -1.464136], [1.231396, 8.208528, -1.057217], [-2.992036, 13.462328, -0.045745], [-5.151380, -1.447692, -6.028598]],
  "forces_ev_per_a": [[0.018, 0.006, -0.007], [0.025, 0.067, -0.006], [-0.035, 0.062, 0.090], [-0.070, -0.001, 0.165], [0.020, -0.114, 0.038], [-0.015, 0.009, 0.009], [0.070, 0.000, 0.025], [0.069, -0.042, -0.036], [-0.109, 0.025, -0.008], [0.045, -0.098, -0.047], [0.081, -0.071, 0.067], [-0.155, 0.038, 0.019], [0.065, 0.004, 0.018], [-0.025, -0.020, 0.079], [-0.023, -0.002, 0.000], [0.001, 0.094, -0.026], [-0.027, 0.029, 0.078], [-0.084, -0.078, -0.049], [-0.040, 0.119, 0.107], [0.189, 0.067, -0.009], [0.067, 0.005, -0.114], [-0.006, -0.028, -0.255], [-0.016, 0.018, 0.006], [-0.323, -0.220, -0.183], [0.069, -0.109, 0.196], [-0.199, 0.098, -0.639], [-0.015, -0.017, -0.001], [0.033, 0.058, -0.005], [0.121, 0.199, 0.112], [-0.013, 0.024, 0.050], [-0.019, 0.136, -0.006], [-0.140, -0.060, 0.107], [0.061, -0.075, -0.080], [-0.048, 0.062, 0.099], [-0.089, -0.073, -0.002], [0.112, 0.191, 0.023], [-0.061, -0.088, -0.375], [0.029, 0.012, 0.001], [-0.087, 0.208, 0.777], [0.088, 0.262, 0.138], [-0.017, 0.029, -0.059], [0.034, -0.021, 0.052], [-0.122, -0.099, 0.219], [-1.052, -0.326, -0.269], [0.032, 0.032, -0.059], [-0.040, 0.000, -0.032], [-0.005, -0.020, -0.121], [0.244, -0.236, -0.273], [-0.096, -0.023, 0.018], [0.065, 0.005, 0.007], [-0.025, 0.007, -0.016], [0.008, -0.178, -0.312], [-0.101, 0.092, -0.019], [-0.325, -0.220, -0.121], [1.554, 1.143, 0.783], [-0.113, 0.057, 0.089], [-0.011, -0.018, -0.002], [-0.011, -0.012, -0.111], [-0.048, -0.027, -0.061], [0.066, 0.095, 0.005], [-0.058, -0.009, -0.032], [0.067, -0.062, 0.031], [-0.358, -0.225, 0.064], [0.258, 0.051, -0.047], [-0.026, -0.049, 0.020], [-0.165, 0.268, 0.374], [0.115, 0.010, 0.021], [0.096, -0.013, 0.140], [0.392, 0.022, -0.065], [-0.065, 0.105, 0.120], [0.148, 0.050, 0.032], [-0.209, 0.105, -0.410], [-0.092, -0.030, 0.034], [-0.185, -0.197, 0.124], [-0.082, 0.012, 0.070], [0.070, -0.062, 0.017], [-0.060, 0.050, -0.102], [0.176, 0.103, 0.083], [0.002, 0.024, 0.028], [0.040, -0.131, 0.135], [-0.076, 0.114, -0.023], [0.136, 0.084, 0.081], [0.043, -0.084, -0.150], [0.196, -0.013, -0.371], [0.153, 0.086, -0.058], [0.139, 0.086, 0.068], [-0.180, -0.234, -0.064], [-0.170, -0.017, 0.062], [0.150, 0.094, -0.046], [-0.031, -0.051, 0.008], [-0.034, -0.110, -0.113], [-0.064, -0.169, 0.032], [0.033, 0.047, 0.049], [0.024, 0.029, 0.129], [0.020, -0.015, 0.007], [0.029, -0.019, 0.056], [-0.011, 0.028, 0.078], [0.121, 0.057, -0.053], [-0.337, -0.211, -0.133], [0.022, -0.149, -0.004], [0.076, 0.137, -0.153], [0.001, 0.034, -0.054], [0.057, -0.190, 0.067], [-0.015, -0.010, 0.015], [-0.360, -0.200, 0.101], [-0.131, 0.047, -0.042], [0.409, -0.108, -0.016], [0.048, 0.003, 0.028], [-0.008, -0.122, -0.053], [0.108, -0.024, 0.126], [-0.107, 0.334, 0.292], [0.002, -0.069, -0.068], [0.089, 0.184, 0.027], [-0.180, 0.025, 0.001], [0.156, 0.021, 0.067], [0.017, 0.019, 0.008], [0.134, -0.442, -0.125], [0.015, -0.009, 0.072], [0.011, -0.102, 0.036], [-0.077, -0.124, -0.057], [0.019, 0.098, -0.064], [0.058, -0.039, -0.032], [-0.025, -0.004, -0.003], [-0.046, 0.049, -0.015], [0.086, 0.051, -0.146], [0.002, 0.046, 0.166], [0.053, -0.002, -0.042], [0.256, 0.047, -0.042], [-0.073, 0.000, 0.038], [0.034, 0.014, -0.060], [-0.062, -0.016, 0.030], [0.038, -0.038, 0.025], [-0.079, 0.124, 0.115], [-1.063, -0.331, -0.300], [0.082, 0.033, -0.057], [0.022, 0.009, -0.036], [0.036, -0.005, 0.044], [0.028, 0.022, -0.007], [0.114, 0.248, -0.551], [0.037, -0.180, -0.116], [0.587, -0.348, 0.221], [-0.051, 0.119, 0.090], [0.020, -0.175, -0.065], [-0.108, -0.122, 0.008], [0.017, 0.293, 0.142], [0.076, 0.071, -0.016], [-0.144, 0.084, 0.144], [0.017, 0.000, -0.013]],
  "multiplicity": 1,
  "homo_ev": -11.06,
  "total_charge": 1,
  "homo_lumo_gap_ev": 8.4466
}



How do the records compare in molar mass? In the order shown, they have 449.43 1042.27 g/mol.